Model w:
8
Properties=species:S:1:pos:R:3:lowdin_charge:R:1 method="wB97M-V/def2-TZVPD" homo_energy_ev=-10.6 homo_lumo_gap_ha=0.4259
C -2.053 -0.399 -3.149 -0.001
C -2.344 -0.764 -1.994 -0.013
H -2.194 -0.103 -4.116 -0.024
H -2.135 -1.007 -0.919 0.037
C 2.741 0.691 2.329 -0.072
C 1.597 0.477 2.534 -0.065
H 3.782 1.169 2.622 0.081
H 0.606 -0.064 2.693 0.055

=====

Model x:
8
Properties=species:S:1:pos:R:3:lowdin_charge:R:1 method="wB97M-V/def2-TZVPD" homo_energy_ev=-10.7 homo_lumo_gap_ha=0.3758
C 0.895 1.104 1.748 -0.012
C 1.020 0.353 0.835 -0.025
C -0.867 -0.781 -1.301 -0.223
C -1.571 -1.723 -0.814 0.100
H 1.138 1.648 2.690 0.044
H 0.077 -0.677 -1.806 0.055
H -1.442 0.191 -1.250 0.099
H 0.751 -0.114 -0.102 -0.038

=====

Bottom line: model w, by a margin of 30.1 kcal/mol.

=====

Model w:
19
Properties=species:S:1:pos:R:3:lowdin_charge:R:1 method="wB97M-V/def2-TZVPD" total_charge=+1 homo_energy_ev=-12.0 homo_lumo_gap_ha=0.2997
C -0.051 -2.727 -0.213 -0.199
C -2.034 -0.490 -0.833 -0.276
C 1.332 0.678 0.673 -0.227
N 0.675 0.985 1.951 -0.023
N 1.518 2.159 -0.150 0.117
Si -0.317 -1.159 -1.163 0.860
H 0.998 -2.955 -0.303 0.032
H -0.180 -2.532 0.762 -0.011
H -0.718 -3.519 -0.587 0.065
H -2.788 -1.100 -1.334 0.028
H -2.575 -0.512 0.191 0.080
H -2.184 0.461 -1.334 0.014
H 2.382 0.259 0.702 0.071
H 1.140 0.857 2.795 0.044
H -0.211 0.464 2.021 0.070
H 1.822 2.522 0.730 0.095
H 0.605 2.497 -0.460 0.120
H 2.111 2.177 -1.034 0.167
H 0.162 -0.386 -2.362 -0.027

=====

Model x:
19
Properties=species:S:1:pos:R:3:lowdin_charge:R:1 method="wB97M-V/def2-TZVPD" total_charge=+1 homo_energy_ev=-13.9 homo_lumo_gap_ha=0.3711
C 0.744 1.898 -0.034 -0.055
C 1.030 -0.278 -1.420 -0.245
C 0.225 0.591 -0.451 -0.158
N -0.279 -0.648 1.092 -0.101
N 0.370 -1.561 -1.600 0.013
Si -1.791 -0.337 2.165 0.753
H 1.231 2.297 -0.988 0.140
H -0.142 2.496 0.348 0.114
H 1.326 1.682 0.771 0.053
H 2.116 -0.374 -1.325 0.131
H 1.114 0.358 -2.403 0.166
H -0.866 0.607 -0.710 0.130
H 0.594 -0.860 1.487 0.052
H -0.401 -1.383 0.336 0.067
H 0.939 -2.345 -1.657 0.067
H -0.344 -1.454 -2.294 0.093
H -2.045 0.892 1.551 -0.091
H -1.185 -0.210 3.453 -0.063
H -2.636 -1.371 1.681 -0.065

=====

Bottom line: model x, by a margin of 33.0 kcal/mol.

=====

Model w:
12
Properties=species:S:1:pos:R:3:lowdin_charge:R:1 method="wB97M-V/def2-TZVPD" homo_energy_ev=-9.7 homo_lumo_gap_ha=0.4016
C -1.882 -0.335 -0.081 -0.117
C -0.551 0.334 -0.077 -0.196
C 0.566 -0.278 0.073 -0.113
C 1.881 0.404 0.028 -0.220
F 2.857 -0.543 -0.142 -0.056
H -1.956 -1.434 -0.255 0.085
H -2.431 -0.202 0.900 0.092
H -2.537 0.052 -0.814 0.044
H -0.604 1.434 -0.086 0.122
H 0.542 -1.380 0.329 0.143
H 2.191 0.854 0.914 0.100
H 1.925 1.094 -0.787 0.116

=====

Model x:
12
Properties=species:S:1:pos:R:3:lowdin_charge:R:1 method="wB97M-V/def2-TZVPD" homo_energy_ev=-9.7 homo_lumo_gap_ha=0.3941
C 0.093 1.501 0.007 -0.001
C 0.075 0.215 0.063 -0.376
C 1.311 -0.598 -0.258 -0.050
C -1.319 -0.548 0.190 -0.114
F -2.529 0.135 -0.315 -0.118
H 1.084 2.175 -0.025 0.108
H -0.522 2.379 -0.110 0.055
H 2.246 -0.281 -0.247 0.026
H 0.928 -1.182 -1.034 0.055
H 1.312 -1.427 0.562 0.114
H -1.427 -0.612 1.366 0.133
H -1.251 -1.755 -0.200 0.167

=====

Bottom line: model w, by a margin of 46.4 kcal/mol.

=====

Model w:
11
Properties=species:S:1:pos:R:3:lowdin_charge:R:1 method="wB97M-V/def2-TZVPD" homo_energy_ev=-10.3 homo_lumo_gap_ha=0.3538
C 1.454 -0.073 -0.395 -0.025
C 0.430 -0.483 0.582 -0.233
O -1.971 1.293 1.268 -0.384
O -1.254 1.405 -1.033 -0.365
F 0.098 -1.739 0.307 0.005
S -1.512 0.617 0.076 0.349
Cl -2.805 -0.878 -0.477 0.336
H 1.960 -0.942 -0.540 0.068
H 1.054 0.330 -1.224 0.040
H 2.088 0.784 -0.149 0.115
H 0.458 -0.314 1.586 0.095

=====

Model x:
11
Properties=species:S:1:pos:R:3:lowdin_charge:R:1 method="wB97M-V/def2-TZVPD" homo_energy_ev=-9.9 homo_lumo_gap_ha=0.3619
C 2.072 0.580 -0.670 0.018
C 1.600 -0.402 0.166 -0.218
O -1.297 0.368 -0.260 -0.345
O -3.368 0.381 0.926 -0.474
F 1.279 -0.093 1.443 -0.012
S -2.760 -0.308 -0.190 0.630
Cl -2.183 -2.266 0.460 0.153
H -1.020 1.108 0.199 0.032
H 2.028 0.468 -1.755 0.055
H 2.110 1.605 -0.258 0.064
H 1.540 -1.441 -0.061 0.096

=====

Bottom line: model x, by a margin of 8.1 kcal/mol.

=====

Model w:
13
Properties=species:S:1:pos:R:3:lowdin_charge:R:1 method="wB97M-V/def2-TZVPD" homo_energy_ev=-9.5 homo_lumo_gap_ha=0.3757
N -2.453 -0.322 0.135 0.006
N -1.256 -0.913 -0.377 0.065
C -0.274 -0.177 -0.303 -0.447
N -0.109 1.131 0.149 0.037
O 1.162 1.658 -0.189 -0.023
O 0.844 -0.608 -1.078 0.036
C 1.867 -1.003 -0.233 -0.306
O 1.823 -1.073 0.961 0.093
H -2.245 0.228 0.957 0.057
H -2.977 -1.142 0.559 0.104
H -0.787 1.614 -0.382 0.122
H 1.640 1.759 0.645 0.111
H 2.765 -1.152 -0.843 0.148

=====

Model x:
13
Properties=species:S:1:pos:R:3:lowdin_charge:R:1 method="wB97M-V/def2-TZVPD" homo_energy_ev=-8.6 homo_lumo_gap_ha=0.3415
N 0.016 1.438 -0.156 0.131
C 0.049 0.093 0.021 -0.473
N -1.199 -0.506 -0.149 0.135
N 1.195 -0.514 0.049 -0.027
O 1.278 -1.950 0.109 -0.066
H 0.892 1.961 -0.236 0.088
H -0.830 1.977 -0.112 0.098
H -2.151 -0.100 0.090 0.133
H -1.321 -1.457 0.001 0.054
H 2.276 -1.991 -0.122 0.108
O 3.814 -0.601 -0.210 0.168
C 3.162 0.345 -0.047 -0.472
O 2.823 1.459 0.149 0.124

=====

Bottom line: model x, by a margin of 52.2 kcal/mol.

=====

Model w:
13
Properties=species:S:1:pos:R:3:lowdin_charge:R:1 method="wB97M-V/def2-TZVPD" homo_energy_ev="-9.1 / -9.7" homo_lumo_gap_ha="0.2387 / 0.2802"
C 3.108 -1.022 0.118 -0.523
C -2.192 0.340 -0.490 -0.134
C -1.017 0.109 0.469 -0.390
O 4.105 -0.696 -0.484 0.040
O 1.979 -0.467 0.433 -0.168
O 0.200 2.146 -0.691 -0.447
S 0.377 1.351 0.494 1.116
H 2.942 -1.980 0.629 0.131
H -3.010 1.145 -0.222 0.110
H -1.838 0.438 -1.507 0.054
H -2.885 -0.636 -0.583 0.119
H -0.584 -0.847 0.365 0.064
H -1.186 0.120 1.468 0.026

=====

Model x:
13
Properties=species:S:1:pos:R:3:lowdin_charge:R:1 method="wB97M-V/def2-TZVPD" homo_energy_ev=-8.5 homo_lumo_gap_ha=0.3078
C 0.099 0.441 -0.682 -0.523
C 0.116 -0.931 -1.241 -0.224
C 0.537 1.490 1.604 -0.763
O 0.542 2.651 1.298 0.076
O -0.466 0.699 1.980 0.080
O 1.665 0.831 1.944 0.081
S -1.046 1.546 -1.327 0.790
H -0.763 -1.109 -1.823 0.032
H 0.376 -1.646 -0.424 0.074
H 1.213 -0.966 -1.838 0.164
H -0.364 2.625 -0.747 -0.077
H -1.332 1.014 1.637 0.131
H 1.591 -0.182 1.926 0.159

=====

Bottom line: model x, by a margin of 18.5 kcal/mol.

=====

Model w:
23
Properties=species:S:1:pos:R:3:lowdin_charge:R:1 method="wB97M-V/def2-TZVPD" homo_energy_ev=-8.3 homo_lumo_gap_ha=0.3347
C 1.255 -0.867 -0.115 -0.303
C -0.398 0.121 -1.572 -0.263
C -0.386 -1.230 1.017 -0.151
C 0.007 1.247 -2.512 -0.008
C -0.062 -0.776 2.428 -0.148
C -0.939 0.680 -0.248 -0.499
N 1.919 0.216 0.380 0.109
O 0.713 -0.770 -1.357 -0.061
O -2.311 0.656 -0.273 0.082
O -0.366 1.586 0.381 0.026
H -2.618 1.349 0.332 0.131
H 1.798 -1.807 -0.016 0.144
H -1.166 -0.510 -2.025 0.154
H 2.468 0.018 1.204 0.096
H 1.304 1.043 0.491 0.077
H -1.454 -1.235 0.819 0.077
H -0.167 -2.292 0.884 0.074
H -0.872 1.843 -2.754 0.093
H 0.766 1.867 -2.036 0.088
H 0.423 0.832 -3.429 0.088
H 0.918 -1.133 2.755 0.064
H -0.791 -1.152 3.148 0.068
H -0.042 0.315 2.496 0.061

=====

Model x:
23
Properties=species:S:1:pos:R:3:lowdin_charge:R:1 method="wB97M-V/def2-TZVPD" homo_energy_ev=-9.0 homo_lumo_gap_ha=0.3595
C 2.095 0.538 0.876 -0.020
C 1.560 -0.301 -0.251 -0.366
O 2.287 -0.874 -1.025 0.108
N 0.006 -0.754 -0.113 -0.179
C -0.234 -1.441 1.166 -0.075
C -0.355 -1.598 -1.259 -0.093
H 3.066 0.147 1.194 0.097
H 2.267 1.533 0.456 0.088
H 1.412 0.664 1.714 0.080
H 0.678 -1.868 1.588 0.093
H -0.978 -2.240 1.091 0.099
H -0.618 -0.717 1.879 0.072
H 0.092 -2.589 -1.178 0.090
H -1.440 -1.709 -1.303 0.086
H -0.059 -1.122 -2.194 0.094
C -0.326 2.138 -0.350 0.039
C -1.520 0.867 -0.070 -0.538
O -2.124 0.934 0.994 0.016
O -2.239 0.745 -1.221 0.035
H 0.173 1.723 -1.217 0.054
H 0.108 2.022 0.634 0.031
H -0.679 3.164 -0.454 0.066
H -3.175 0.739 -0.954 0.123

=====

Model y:
23
Properties=species:S:1:pos:R:3:lowdin_charge:R:1 method="wB97M-V/def2-TZVPD" homo_energy_ev=-9.7 homo_lumo_gap_ha=0.3705
C -0.518 1.974 2.061 -0.108
C -0.728 1.344 0.689 -0.248
C 0.333 0.296 0.381 -0.226
N 0.157 -0.444 -0.879 -0.048
C 0.584 0.317 -2.237 -0.179
O 0.192 0.106 -3.360 0.097
C -0.675 -1.566 -0.942 -0.495
C -1.208 -2.101 0.364 -0.003
O -0.813 -2.211 -1.965 0.081
H -0.592 1.219 2.857 0.078
H 0.475 2.441 2.135 0.078
H -1.271 2.750 2.256 0.076
H -1.729 0.892 0.629 0.108
H -0.694 2.122 -0.089 0.112
H 1.314 0.788 0.326 0.116
H 0.427 -0.427 1.199 0.116
H 0.945 1.321 -1.937 0.133
H -1.766 -1.341 0.924 0.075
H -1.882 -2.934 0.145 0.092
H -0.384 -2.465 0.995 0.092
O 2.769 -0.737 -1.633 -0.113
H 1.994 -1.210 -0.980 0.146
H 3.069 -0.134 -0.940 0.020

=====

Bottom line: model y, by a margin of 22.4 kcal/mol.

=====

Model w:
14
Properties=species:S:1:pos:R:3:lowdin_charge:R:1 method="wB97M-V/def2-TZVPD" homo_energy_ev=-8.3 homo_lumo_gap_ha=0.3081
C -1.264 1.396 0.781 -0.096
N -1.410 0.143 -0.052 -0.031
N -0.086 -0.255 -0.401 -0.191
N 0.592 0.181 -1.500 -0.016
N 1.772 -0.445 -1.546 0.039
C 1.897 -1.109 -0.438 -0.138
C 0.727 -1.037 0.421 -0.763
S 0.264 -1.753 1.865 0.557
H -0.658 1.251 1.705 0.074
H -0.739 2.170 0.200 0.077
H -2.265 1.697 1.001 0.064
H -1.731 -0.590 0.653 0.089
H 0.069 0.007 -2.461 0.215
H 2.833 -1.656 -0.228 0.120

=====

Model x:
14
Properties=species:S:1:pos:R:3:lowdin_charge:R:1 method="wB97M-V/def2-TZVPD" homo_energy_ev=-8.3 homo_lumo_gap_ha=0.3133
S 1.044 -1.216 -3.870 0.470
N 0.021 -0.105 -3.265 -0.716
N 0.209 0.938 -2.637 -0.001
N -0.882 1.633 -2.529 0.049
C -1.818 0.924 -3.052 -0.172
N -1.322 -0.209 -3.587 0.088
H -2.787 1.307 -3.102 0.107
H -1.800 -1.067 -3.996 0.190
C 0.977 -0.874 0.578 -0.076
C 0.360 0.296 0.630 -0.102
H 0.452 -1.769 1.085 0.085
H 1.808 -1.009 0.070 -0.017
H -0.561 0.458 1.141 0.028
H 0.873 1.212 0.206 0.066

=====

Model y:
14
Properties=species:S:1:pos:R:3:lowdin_charge:R:1 method="wB97M-V/def2-TZVPD" homo_energy_ev=-8.1 homo_lumo_gap_ha=0.3096
C -0.485 2.060 0.138 -0.105
N -0.405 0.680 -0.223 -0.201
N 0.859 0.073 0.097 0.113
C 0.545 -1.291 0.064 -0.397
N 1.442 -2.328 -0.049 0.172
N -0.761 -1.476 0.001 0.104
C -1.397 -0.263 -0.038 -0.875
S -2.992 0.182 -0.059 0.590
H -0.446 2.417 1.191 0.095
H 0.205 2.536 -0.666 0.115
H -1.576 2.313 -0.044 0.045
H 1.602 0.347 -0.545 0.147
H 0.986 -3.158 -0.076 0.060
H 2.423 -2.091 0.209 0.135

=====

Bottom line: model y, by a margin of 39.2 kcal/mol.